{
  "formula": "C4H9NO2",
  "method": "ωB97M-V/def2-TZVPD",
  "elements": ["C", "O", "C", "C", "C", "N", "O", "H", "H", "H", "H", "H", "H", "H", "H", "H"],
  "xyz": [[-1.69413, 0.12173, -0.37225], [-2.32844, -1.02506, -0.88929], [-0.72572, -0.24760, 0.74998], [0.60991, -0.79194, 0.24692], [1.48873, 0.25830, -0.41779], [1.99131, 1.20524, 0.43417], [1.75706, 0.32154, -1.60053], [-2.45587, 0.83755, -0.06776], [-1.11517, 0.66635, -1.13214], [-1.84776, -1.38945, -1.66198], [-1.19240, -1.05597, 1.31702], [-0.53697, 0.61452, 1.39546], [0.38253, -1.54056, -0.51255], [1.19578, -1.12689, 1.10162], [1.74017, 1.40656, 1.37020], [2.73095, 1.74569, 0.03891]],
  "mulliken_charge": [-0.54, -0.55, -0.41, -0.56, 0.47, -0.36, -0.61, 0.33, 0.26, 0.34, 0.28, 0.39, 0.25, 0.32, 0.18, 0.23],
  "gap_ha": 0.393,
  "mol_weight_g_mol": 103.121,
  "lumo_energy_ev": 0.827,
  "e_above_lowest_kcal_mol": 19.9,
  "smiles": "NC(=O)CCCO"
}